Entry 1:
{"formula": "C56H122N6O8", "method": "ωB97M-V/def2-TZVPD", "elements": ["H", "H", "C", "C", "N", "O", "C", "H", "H", "H", "C", "C", "H", "C", "C", "H", "H", "H", "H", "H", "H", "C", "H", "H", "H", "C", "H", "H", "H", "C", "C", "H", "H", "H", "H", "N", "H", "H", "H", "H", "H", "H", "H", "H", "H", "H", "C", "O", "H", "C", "C", "H", "H", "H", "C", "H", "H", "H", "O", "H", "C", "C", "O", "H", "H", "H", "H", "O", "C", "C", "C", "H", "H", "C", "H", "H", "C", "H", "C", "C", "H", "H", "C", "H", "H", "C", "H", "H", "C", "H", "H", "H", "H", "C", "H", "H", "C", "C", "H", "H", "H", "H", "C", "H", "H", "H", "H", "H", "C", "H", "H", "C", "H", "H", "H", "O", "N", "C", "H", "C", "H", "H", "H", "H", "C", "O", "H", "C", "H", "H", "H", "H", "H", "H", "H", "C", "H", "C", "H", "C", "H", "H", "C", "H", "C", "C", "H", "H", "C", "C", "H", "H", "H", "H", "H", "C", "H", "H", "H", "C", "H", "H", "C", "C", "H", "H", "H", "H", "C", "H", "H", "N", "C", "C", "H", "H", "H", "H", "N", "C", "O", "H", "C", "H", "C", "H", "H", "H", "H", "H", "N", "C"], "positions_angstrom": [[-1.480, 1.102, 4.491], [-0.831, 1.236, -1.396], [-5.304, -1.913, 0.575], [1.485, 0.373, 4.211], [-0.168, 0.244, -3.487], [-0.081, -6.315, -0.394], [-6.484, -2.042, 1.590], [2.784, -6.351, -1.835], [-1.432, -0.439, 6.162], [8.762, 1.491, 1.486], [0.764, 0.771, -4.485], [0.984, -5.997, 1.759], [0.745, 3.583, 6.512], [3.295, -4.899, 0.408], [-5.682, 2.093, -3.072], [3.892, 0.758, 1.865], [-1.077, 2.667, 3.945], [-1.211, -1.137, -5.748], [-6.232, 4.481, -3.274], [2.120, 2.558, -4.545], [3.661, -5.930, 0.317], [6.065, 0.892, 2.417], [0.387, -7.416, 3.343], [-3.911, 2.932, -0.954], [-4.265, -3.280, 2.523], [-0.691, -1.124, -3.597], [1.379, -5.362, -2.334], [1.024, -8.122, 1.861], [0.816, 3.774, 4.219], [1.117, -0.856, 5.008], [-4.465, 5.785, -2.989], [2.690, -3.741, 2.137], [3.660, 1.408, -0.196], [4.608, 1.944, -1.595], [4.605, -0.482, 2.853], [-3.975, 3.249, -4.411], [2.598, -0.386, -3.932], [-6.328, 2.268, -2.216], [-3.635, 5.887, -2.289], [2.183, -2.380, -5.129], [-0.048, 3.089, 0.315], [-2.917, 3.477, -6.744], [-2.698, 0.236, 0.185], [-2.265, -2.248, -2.473], [-0.713, 1.226, 2.932], [3.999, -4.291, -0.157], [-5.412, -0.550, -0.106], [-3.835, -3.489, 1.676], [-5.651, -3.962, -0.142], [-1.653, -1.583, 1.603], [5.698, 3.125, 1.303], [-3.153, 1.901, -2.033], [5.825, 3.647, 2.256], [2.562, 0.531, 4.299], [2.349, -5.813, 2.506], [-0.773, -1.893, -1.549], [0.886, -1.757, -6.052], [1.293, 0.045, 3.183], [-3.431, 2.040, -4.855], [8.311, 3.207, 1.334], [1.241, -3.645, -0.391], [-1.716, -1.220, -4.788], [-0.399, 1.375, -0.538], [-2.572, -0.565, -4.612], [2.222, -5.618, 3.570], [-2.628, 3.579, -2.014], [8.102, 1.350, -1.087], [-1.203, 1.160, -3.168], [-3.269, 4.448, -4.864], [0.871, 4.476, -0.732], [3.198, -4.683, 1.908], [-5.485, 4.444, -1.662], [-2.525, 5.201, -6.799], [-3.525, -1.005, 3.223], [1.894, 1.110, 8.403], [-4.876, 1.509, 0.280], [-4.050, 5.719, -4.445], [0.504, 0.171, 9.105], [-3.502, 2.935, -1.966], [5.539, 0.358, -0.409], [1.731, 2.770, 3.008], [0.201, 4.176, -1.545], [-1.832, 4.611, -4.328], [-1.198, 5.224, -4.970], [0.911, 5.553, -0.573], [8.046, 2.252, 1.789], [0.895, -2.533, -3.035], [1.775, -1.682, 4.716], [0.348, 0.633, 6.922], [-1.732, 1.176, 6.842], [-7.363, -1.535, 1.177], [0.377, -3.654, -1.060], [5.297, -1.387, -1.661], [-3.139, -1.189, 1.750], [-0.949, -0.750, 1.575], [0.506, -0.493, -0.582], [1.887, -0.276, -4.751], [6.597, 1.874, 1.381], [6.821, 0.152, 2.700], [-2.885, 0.976, 1.723], [-1.344, 3.633, -4.305], [4.258, -1.189, 0.416], [5.107, -0.569, 0.719], [-0.175, -5.138, 3.363], [-2.749, -0.506, 3.807], [-2.036, -0.713, -1.944], [0.890, -3.210, 0.547], [0.895, 2.648, -3.346], [-3.314, 0.200, 1.087], [-5.431, 0.597, 1.646], [-1.320, -2.297, 2.357], [0.733, 0.544, -0.316], [1.911, -2.827, -0.680], [-5.344, 1.063, -3.195], [-1.818, 5.088, -3.349], [0.047, 2.920, 6.490], [6.628, 1.204, 0.059], [2.297, -5.383, -1.742], [3.729, 0.435, -1.674], [1.273, -0.522, 6.482], [2.324, -0.302, 6.685], [1.135, -1.389, 7.138], [-0.575, -5.474, -0.401], [5.898, 3.734, 0.423], [1.931, -4.982, -0.309], [7.321, 1.895, -0.942], [1.089, 0.671, 0.702], [0.439, -2.105, -3.931], [4.638, 2.869, 1.258], [-1.644, 1.245, -4.030], [-6.412, -0.215, -0.371], [-0.608, -7.478, 1.839], [-4.975, 5.882, -5.002], [0.103, 0.318, -6.507], [-6.724, -2.752, -0.845], [1.345, -1.681, -5.065], [2.466, 0.097, -5.599], [-3.229, 4.470, -6.410], [0.455, -3.894, 2.439], [0.705, 1.643, 4.574], [5.908, 1.367, 3.392], [8.051, 2.416, 2.867], [-5.708, -2.931, -0.497], [-6.213, 2.222, -4.022], [1.422, 2.889, 4.048], [0.063, -4.904, 2.319], [0.305, 1.777, 8.792], [-5.194, 6.562, -2.753], [-1.142, 0.257, 6.947], [6.022, -0.579, -1.539], [-0.834, 1.569, -5.792], [-4.220, 4.619, -6.842], [-3.797, -1.895, 3.799], [1.446, 0.808, -1.101], [-1.539, -0.024, 7.925], [0.192, 1.192, -5.862], [6.171, -0.079, -2.493], [-2.201, -2.199, -4.869], [0.148, -1.313, 4.782], [-5.284, 4.502, -2.734], [2.361, 1.552, -3.244], [6.917, -1.121, -1.215], [-0.706, 1.641, 3.941], [1.542, 1.931, -3.855], [-0.068, -3.016, -4.279], [4.189, -4.658, 2.362], [-5.019, -2.885, -1.345], [-3.401, 6.589, -4.583], [-1.441, -1.545, -2.334], [-6.422, -1.578, 2.578], [1.844, 4.155, -1.134], [-3.961, -2.200, 1.080], [0.387, -7.328, 2.259], [0.825, 0.910, 8.369], [-4.810, -0.550, -1.022], [2.846, -6.779, 2.376], [-1.509, -2.055, 0.628], [-4.413, -0.371, 3.289], [0.698, 1.736, 6.049], [-4.571, 3.181, -3.084], [0.631, 3.766, 0.455], [-0.910, -4.940, 1.819], [4.309, 1.073, -1.007], [-4.011, 1.722, -5.556], [-4.771, 0.543, 0.774], [2.933, -4.588, -2.139], [0.776, 1.972, -6.344], [5.949, -1.259, 0.839], [2.383, 2.990, 4.564], [-6.868, -3.061, 1.670], [1.108, -6.041, 0.283], [4.804, 0.170, 1.996]], "lowdin_charge": [0.051, 0.037, -0.500, -0.140, -0.068, 0.006, -0.040, 0.091, 0.063, 0.083, -0.474, -0.488, 0.101, -0.136, -0.024, 0.097, 0.085, 0.065, 0.119, 0.090, 0.123, -0.152, 0.084, 0.070, 0.080, -0.460, 0.078, 0.086, 0.080, -0.188, -0.172, 0.098, 0.060, 0.091, 0.111, -0.103, 0.108, 0.083, 0.107, 0.114, 0.041, 0.070, 0.096, 0.092, 0.067, 0.116, -0.145, 0.005, 0.080, -0.013, -0.016, 0.063, 0.086, 0.114, -0.129, 0.043, 0.103, 0.106, -0.028, 0.078, -0.046, -0.016, -0.147, 0.076, 0.120, 0.069, 0.105, -0.070, -0.481, -0.167, -0.178, 0.116, 0.083, -0.018, 0.082, 0.086, -0.145, 0.082, -0.007, -0.510, 0.079, 0.060, -0.023, 0.085, 0.075, -0.028, 0.097, 0.109, -0.506, 0.083, 0.080, 0.066, 0.076, -0.476, 0.062, 0.057, -0.124, -0.494, 0.126, 0.118, 0.065, 0.117, -0.152, 0.086, 0.062, 0.071, 0.063, 0.070, -0.118, 0.106, 0.067, -0.117, 0.091, 0.072, 0.068, -0.018, -0.121, -0.034, 0.058, -0.147, 0.118, 0.123, 0.095, 0.086, -0.522, -0.001, 0.076, -0.135, 0.066, 0.053, 0.119, 0.080, 0.120, 0.068, 0.088, -0.170, 0.125, -0.027, 0.056, -0.482, 0.123, 0.081, -0.050, 0.085, -0.029, -0.057, 0.077, 0.112, -0.023, -0.044, 0.065, 0.083, 0.080, 0.058, 0.079, -0.009, 0.083, 0.086, 0.104, -0.146, 0.055, 0.085, -0.010, -0.029, 0.125, 0.111, 0.079, 0.124, -0.017, 0.073, 0.071, -0.095, -0.042, -0.045, 0.108, 0.116, 0.071, 0.075, -0.098, -0.480, -0.136, 0.085, -0.031, 0.117, -0.162, 0.082, 0.087, 0.124, 0.088, 0.077, -0.104, -0.187], "e_above_lowest_kj_mol": 281.7, "homo_ev": -8.00, "total_energy_ev": -85362.6266, "multiplicity": 1, "orbital_gap_ev": 8.406, "smiles": "CC1(C)CCCC(C)(C)N1O.CC1(C)CCCC(C)(C)N1O.CC1(C)CCCC(C)(C)N1O.CC1(C)CCCC(C)(C)N1O.CC1(C)CCCC(C)(C)N1O.CC1(C)CCCC(C)(C)N1O.CO.CO", "charge": 0, "lumo_ev": 0.4}

***

Entry 2:
{"formula": "C56H128N8O7", "method": "ωB97M-V/def2-TZVPD", "elements": ["N", "C", "H", "H", "H", "H", "C", "H", "C", "H", "H", "H", "C", "H", "N", "H", "N", "C", "H", "H", "C", "C", "N", "H", "H", "O", "H", "O", "C", "C", "H", "H", "C", "C", "H", "H", "H", "H", "H", "H", "H", "C", "C", "H", "H", "H", "C", "O", "C", "H", "H", "H", "H", "H", "C", "H", "H", "C", "C", "C", "C", "H", "C", "H", "H", "C", "H", "H", "C", "H", "N", "C", "H", "C", "H", "H", "H", "H", "H", "H", "C", "H", "H", "H", "O", "H", "H", "H", "C", "H", "H", "H", "C", "H", "H", "H", "O", "H", "H", "H", "H", "H", "H", "H", "H", "C", "C", "H", "H", "H", "N", "C", "O", "C", "H", "H", "C", "H", "H", "C", "H", "C", "H", "C", "C", "C", "H", "H", "H", "H", "C", "H", "H", "H", "H", "C", "H", "H", "H", "C", "H", "H", "C", "C", "H", "H", "C", "H", "H", "H", "H", "H", "H", "C", "H", "C", "C", "H", "H", "H", "H", "C", "H", "N", "C", "C", "H", "H", "H", "H", "C", "H", "H", "H", "C", "H", "H", "H", "H", "N", "H", "H", "H", "H", "H", "H", "H", "H", "H", "O", "C", "C", "H", "H", "H", "C", "H", "C", "H"], "positions_angstrom": [[-2.323, -6.367, -1.545], [-5.952, -2.996, -1.107], [4.204, 1.622, 5.042], [-3.265, 4.350, -0.362], [3.962, -1.585, -3.153], [-2.342, 2.474, -7.669], [1.300, -5.239, 1.794], [-7.816, -4.495, -2.596], [-1.628, -0.954, 1.119], [5.260, -4.559, -1.077], [3.105, 0.325, -1.224], [-0.566, 5.584, 5.881], [3.581, 1.271, -1.481], [6.176, -1.514, 1.212], [-0.480, 2.449, -5.194], [-0.091, -0.250, -5.442], [1.214, 3.480, 5.105], [-7.667, -3.885, -3.483], [2.098, -1.714, 0.393], [0.668, 5.410, -4.021], [-0.753, 0.030, -4.629], [3.638, 5.134, -0.458], [5.007, 2.992, -0.395], [1.097, -7.709, -0.371], [-0.870, 1.815, -0.791], [-2.012, 5.870, -2.361], [3.197, 4.559, 3.468], [-1.666, 6.776, -0.380], [-2.318, -5.018, -1.062], [6.291, -1.835, 3.398], [6.834, 0.125, 4.832], [2.202, 3.570, 2.426], [-0.852, 2.175, 1.284], [5.091, 1.115, 5.437], [-3.635, 0.020, 0.938], [0.765, -2.144, -0.825], [4.063, 1.414, 0.606], [2.945, 2.576, 0.107], [7.153, -0.343, 2.024], [4.157, -0.496, 2.232], [-4.299, -6.864, -1.191], [-3.516, -5.893, -3.660], [-3.947, 3.635, 3.218], [3.585, -2.819, 4.061], [-3.204, -8.211, -1.498], [-2.111, 3.700, -6.692], [-5.243, -1.195, -2.573], [2.046, -4.842, 0.761], [5.148, -3.923, -1.945], [1.918, -5.429, -1.283], [-6.282, -2.613, -4.401], [-0.106, 1.484, -7.069], [5.397, -1.692, -1.670], [-5.919, -0.529, -4.459], [-1.502, 3.136, -7.422], [4.315, 3.899, -2.152], [1.063, 0.422, -0.366], [2.064, -5.829, -0.275], [1.035, -1.659, 0.107], [-0.376, 2.444, -6.622], [1.081, 4.489, 4.081], [5.730, 1.783, 6.003], [-3.067, -7.565, 0.527], [-1.164, 3.859, -8.150], [6.131, 1.042, 3.544], [-3.559, 5.382, -0.566], [-3.137, -1.163, -0.300], [0.984, 5.681, 6.696], [-6.392, -2.204, 0.101], [3.076, 5.728, -1.194], [-4.679, 3.798, 4.380], [4.730, -2.525, -1.480], [2.834, 4.691, 0.134], [6.870, -1.402, 2.049], [-5.268, 0.803, -3.560], [0.924, 0.004, 1.367], [0.737, -2.389, 0.881], [-5.036, -0.814, -1.572], [-1.770, 1.596, -3.673], [-0.467, 5.254, 7.558], [0.068, 5.089, 6.618], [3.044, -6.310, -0.334], [-1.635, -3.876, -2.707], [-1.140, 3.227, 1.251], [1.036, -4.509, 2.651], [0.540, 2.997, -6.882], [-4.626, 7.016, 0.340], [5.996, -3.795, -2.613], [-3.112, -0.914, 0.769], [-1.303, -1.984, 1.016], [-0.106, -6.531, -0.400], [-0.769, 3.597, -3.480], [-2.317, -6.556, -2.971], [-3.779, -8.346, 0.787], [4.038, -2.662, 2.344], [-2.037, -5.112, 0.004], [4.039, -4.517, -2.668], [0.640, 4.960, -5.762], [-1.178, -3.116, -1.282], [-7.480, -2.300, 0.156], [7.539, 3.889, 0.120], [-3.647, -6.020, -4.738], [0.225, 2.087, 1.468], [5.548, 4.707, -1.394], [-1.546, 4.227, -4.925], [-2.410, 7.036, 0.802], [4.057, -0.836, 3.273], [2.120, 5.340, 2.364], [-3.091, -6.653, 1.119], [0.130, 4.347, 3.538], [-6.236, -2.255, -2.361], [0.818, -6.674, 1.569], [-2.968, 4.382, 2.979], [0.869, -6.717, 0.047], [3.418, -0.224, 3.904], [-4.165, 2.907, 1.213], [-1.255, -4.121, -1.692], [-2.271, 1.447, -5.324], [6.077, 2.355, 1.248], [0.351, 3.644, 6.276], [-2.059, -7.975, 0.630], [4.609, 4.193, -1.143], [-2.331, -7.610, -3.245], [5.642, 3.285, 0.878], [-1.372, 1.408, -4.672], [5.864, 0.346, 4.363], [-6.186, -1.136, 0.192], [1.409, 1.967, 3.507], [-0.116, 2.129, 4.261], [4.547, 0.974, -1.898], [-0.643, 3.730, -4.554], [-2.082, 6.621, 1.754], [5.878, -2.831, 3.242], [-2.578, 8.104, 0.921], [1.499, 4.051, -4.473], [-6.294, -3.196, -3.483], [2.369, -2.334, 2.904], [4.588, 0.408, 6.113], [-5.506, -3.961, -3.438], [3.886, 2.105, -0.231], [-2.372, 1.313, -0.064], [-6.431, -3.965, -1.184], [-1.293, 1.326, 0.094], [6.786, 4.298, 0.809], [4.850, 3.691, 1.532], [1.164, 5.496, 4.479], [-3.307, -7.274, -0.952], [6.453, 5.238, 0.371], [1.301, 0.076, 4.886], [-4.412, 5.394, -1.238], [-3.278, -4.469, -1.027], [7.805, -1.929, 1.844], [-3.852, 1.612, 2.484], [0.587, 4.588, -4.740], [7.274, 4.398, 1.773], [1.336, 1.035, 5.415], [3.422, -2.245, 3.147], [-5.394, 2.372, 2.050], [-1.582, -0.679, -4.500], [-6.834, 0.191, -3.129], [1.538, -7.287, 2.117], [-2.343, 5.993, -1.249], [-0.179, -6.724, 1.994], [-0.858, -0.061, 0.279], [2.193, 4.482, 3.034], [-5.841, -0.122, -3.446], [2.730, -1.674, -1.946], [-0.637, 3.165, 6.122], [-5.970, -2.593, 1.035], [-7.803, -4.493, -4.380], [0.973, 2.194, 4.484], [-3.677, -1.702, 1.272], [0.819, 3.110, 7.103], [4.432, -2.534, -0.430], [-4.321, 2.559, 2.238], [0.619, 0.906, 6.231], [2.959, 1.845, -2.159], [4.071, 5.908, 0.184], [-4.058, 5.858, 1.506], [5.319, -0.919, 3.968], [-0.295, -4.579, -1.930], [-8.433, -3.111, -3.512], [-4.303, -1.605, -2.975], [-1.438, -6.139, -3.467], [-3.554, -4.842, -3.358], [-4.455, 4.652, 4.862], [-4.495, -6.283, -3.332], [-4.865, -3.218, -1.156], [-0.221, -0.124, -3.690], [2.049, -3.789, -3.442], [3.125, -3.572, -2.995], [3.517, -2.254, -2.408], [-5.372, 3.165, 4.718], [-1.166, 1.799, 2.271], [-1.469, -0.613, 2.164], [0.576, -0.243, 0.344], [7.067, -1.919, 4.162], [-3.790, 6.358, 0.576], [2.330, 1.129, 5.844]], "lowdin_charge": [-0.204, -0.243, 0.045, 0.110, 0.130, 0.065, -0.542, 0.057, -0.237, 0.121, 0.034, 0.068, -0.067, 0.050, -0.205, 0.067, -0.168, -0.084, 0.069, 0.069, -0.081, -0.083, -0.188, 0.122, 0.110, 0.152, 0.079, 0.038, -0.265, -0.245, 0.115, 0.042, -0.086, -0.084, 0.040, 0.065, 0.102, 0.100, 0.061, 0.101, 0.111, -0.092, -0.526, 0.086, 0.112, 0.058, -0.265, 0.022, -0.123, 0.105, 0.105, 0.109, 0.106, 0.063, -0.079, 0.110, 0.102, -0.143, -0.093, -0.261, -0.268, 0.071, -0.073, 0.066, 0.103, -0.066, 0.071, 0.078, -0.090, 0.076, 0.160, -0.138, 0.047, -0.076, 0.067, 0.114, 0.061, 0.082, 0.105, 0.073, -0.107, 0.128, 0.074, 0.065, 0.154, 0.102, 0.113, 0.126, -0.085, 0.098, 0.085, 0.101, -0.251, 0.074, 0.054, 0.104, 0.013, 0.067, 0.057, 0.077, 0.081, 0.078, 0.046, 0.105, 0.101, -0.142, -0.232, 0.068, 0.064, 0.117, -0.192, -0.052, -0.018, -0.147, 0.087, 0.069, -0.062, 0.113, 0.103, -0.252, 0.067, -0.241, 0.110, -0.258, -0.253, -0.272, 0.062, 0.094, 0.107, 0.078, -0.276, 0.110, 0.098, 0.121, 0.072, -0.247, 0.048, 0.079, 0.091, -0.279, 0.089, 0.100, -0.218, -0.082, 0.106, 0.101, -0.247, 0.057, 0.068, 0.123, 0.096, 0.073, 0.073, -0.084, 0.071, -0.084, -0.073, 0.089, 0.067, 0.076, 0.132, -0.508, 0.114, -0.189, -0.091, -0.085, 0.081, 0.117, 0.068, 0.070, -0.270, 0.070, 0.111, 0.093, -0.014, 0.069, 0.071, 0.073, 0.080, -0.203, 0.065, 0.074, 0.120, 0.111, 0.042, 0.103, 0.066, 0.091, 0.060, 0.127, -0.501, -0.081, 0.096, 0.059, 0.119, -0.248, 0.113, -0.151, 0.050], "e_above_lowest_kj_mol": 107.2, "homo_ev": -7.66, "total_energy_ev": -86397.4630, "multiplicity": 1, "orbital_gap_ev": 8.027, "smiles": "CCN(CC)CC.CCN(CC)CC.CCN(CC)CC.CCN(CC)CC.CCN(CC)CC.CCN(CC)CC.CCN(CC)CC.O=C1CCCO1.O=C1CCCO1.O=C1CCCO1.CC(N)=O", "charge": 0, "lumo_ev": 0.4}